1.
This record from OMol25 describes a 4-piece molecular cluster, C16H30O9S3 overall. The level of theory is wB97M-V/def2-TZVPD.

Results
* 2S+1: 1
* SMILES string: C[C@H]1COC(=O)O1.O=S1(=O)CCCC1.O=S1(=O)CCCC1.O=S1(=O)CCCC1
* lowest unoccupied orbital energy: 0.25 eV

The geometry in XYZ format:
```
58
Properties=species:S:1:pos:R:3:forces:R:3:nbo_charge:R:1
C 0.442517 2.663586 2.824207 -0.5 0.4 -1.0 -0.640
C 2.001517 2.922586 2.712207 -4.0 -2.5 2.0 0.054
C 2.693517 2.606586 4.022207 -2.5 -4.9 -1.3 -0.057
O 3.787517 1.774586 3.428207 0.0 0.6 5.1 -0.483
C 3.734517 1.663586 2.148207 -0.1 -0.4 -1.8 0.967
O 4.520517 1.072586 1.481207 0.2 -0.2 -0.3 -0.583
O 2.649517 2.285586 1.675207 -0.2 -1.1 -1.3 -0.482
H -0.161483 3.175586 1.960207 1.3 -0.7 1.9 0.229
H 0.062517 2.976586 3.856207 0.5 -0.1 -1.6 0.224
H 0.185517 1.581586 2.720207 0.5 0.6 0.2 0.218
H 2.195517 3.866586 2.540207 0.2 5.2 -0.8 0.174
H 1.915517 2.162586 4.888207 2.5 -0.1 -2.5 0.192
H 2.978517 3.448586 4.469207 2.3 3.2 1.6 0.188
C -0.223483 -1.803414 -4.826793 1.4 2.0 -4.3 -0.406
C -1.516483 -2.606414 -5.134793 6.6 -1.6 12.4 -0.344
C -2.404483 -2.277414 -3.841793 -0.2 0.1 -2.7 -0.711
S -1.395483 -1.621414 -2.548793 -1.4 -3.5 0.0 2.260
O -1.441483 -2.467414 -1.402793 0.2 -0.4 0.9 -0.945
O -1.803483 -0.297414 -2.470793 -0.6 4.4 0.8 -0.972
C 0.102517 -1.745414 -3.321793 4.1 2.0 -2.3 -0.768
H -0.394483 -0.700414 -5.305793 0.4 -2.4 1.4 0.222
H 0.732517 -2.205414 -5.456793 -2.3 0.9 1.6 0.236
H -1.385483 -3.651414 -5.075793 0.9 -1.4 0.0 0.197
H -2.057483 -2.487414 -5.833793 -6.4 2.6 -9.8 0.186
H -3.042483 -3.120414 -3.580793 0.1 0.3 0.4 0.255
H -2.956483 -1.417414 -4.261793 -0.4 -0.4 1.1 0.248
H 0.673517 -2.643414 -3.142793 -0.2 -0.4 0.8 0.264
H 0.881517 -0.821414 -3.136793 -2.3 -2.2 -0.1 0.282
C -2.332483 0.726586 0.693207 0.4 4.9 2.0 -0.366
C -1.816483 1.892586 -0.138793 -4.5 3.6 5.3 -0.369
C -3.099483 2.426586 -0.784793 0.4 2.9 -1.0 -0.684
S -4.396483 2.319586 0.476207 0.1 -2.2 -4.5 2.233
O -5.572483 1.710586 -0.061793 -0.8 -0.4 -0.2 -0.954
O -4.475483 3.606586 0.989207 -0.2 3.4 2.5 -0.950
C -3.593483 1.168586 1.446207 7.3 6.7 -8.8 -0.649
H -1.606483 0.476586 1.379207 1.6 -1.0 1.6 0.204
H -2.498483 0.014586 0.066207 -1.3 -4.9 -3.6 0.216
H -1.151483 1.734586 -0.820793 4.1 -1.5 -3.9 0.215
H -1.431483 2.714586 0.572207 -0.4 -1.2 -1.1 0.176
H -3.274483 1.829586 -1.695793 -0.5 0.4 0.4 0.253
H -3.062483 3.629586 -1.015793 -0.1 -3.2 0.2 0.246
H -4.067483 0.480586 1.664207 -8.8 -11.8 3.4 0.212
H -3.335483 1.621586 2.213207 2.6 4.3 7.4 0.216
C 1.416517 -1.072414 1.490207 -1.6 -2.2 1.5 -0.392
C 1.675517 -1.321414 0.023207 2.3 -2.4 0.8 -0.426
C 3.162517 -1.899414 -0.108793 -2.1 -1.7 -1.3 -0.690
S 3.209517 -2.984414 1.314207 0.5 -2.0 -2.1 2.191
O 4.589517 -2.963414 1.660207 1.2 -0.3 1.2 -0.953
O 2.588517 -4.274414 1.038207 -0.1 1.0 0.3 -0.947
C 2.229517 -2.040414 2.358207 1.2 2.7 0.5 -0.721
H 0.402517 -1.446414 1.800207 0.3 1.3 -0.9 0.222
H 1.575517 -0.061414 1.823207 0.0 0.4 -0.3 0.213
H 1.458517 -0.407414 -0.336793 -0.2 3.0 -2.4 0.219
H 1.077517 -2.085414 -0.487793 -0.3 0.3 0.7 0.233
H 4.116517 -1.358414 0.107207 -1.1 0.2 -1.1 0.287
H 3.063517 -2.684414 -1.020793 1.2 2.1 1.9 0.253
H 2.849517 -1.524414 3.103207 0.2 -0.2 -0.4 0.255
H 1.524517 -2.563414 2.870207 -1.4 -2.3 1.5 0.250
```
Forces are in eV/Å.

***

2.
This record from OMol25 describes C29H37AlBCl11F3O8P as an isolated structure. The level of theory is wB97M-V/def2-TZVPD.

Results
* 2S+1: 1
* lowest unoccupied orbital energy: -4.21 eV

The geometry in XYZ format:
```
91
Properties=species:S:1:pos:R:3:forces:R:3:lowdin_charge:R:1
C -5.343421 -0.373094 -2.011321 0.5 0.3 0.6 -0.231
C -5.602245 -0.078328 -0.519691 -0.4 0.1 -1.8 -0.378
O -4.447810 0.550192 -0.109813 -0.1 0.3 1.3 -0.409
P -4.040423 0.556413 1.622890 0.6 -0.4 -0.2 0.966
C -2.576521 -0.541992 1.219234 -0.6 0.2 -0.9 -0.226
C -1.233691 0.164804 1.331135 -0.7 -0.7 0.2 -0.123
C -0.070687 -0.822265 1.247028 4.4 11.9 -0.9 -0.179
F 0.618755 -0.674227 0.053817 0.4 10.2 0.5 -0.225
B -3.852643 2.462399 1.440632 0.0 1.3 -0.5 -0.537
C -4.998934 3.472463 1.854880 -0.2 -1.4 -0.1 -0.020
O -2.688387 3.019730 0.940763 0.1 -0.2 0.8 0.101
C -3.630370 0.466556 3.503920 -0.1 0.0 0.4 -0.468
C -3.352242 1.735641 4.280773 0.0 -0.4 0.9 -0.076
F -4.714652 -0.170623 4.150900 0.0 0.1 -0.1 -0.099
H -6.202357 -0.878474 -2.520825 0.5 0.1 0.2 -0.230
H -4.534457 -1.097077 -2.025211 0.0 -0.2 -0.5 0.058
H -4.954838 0.515463 -2.590649 -0.5 -0.6 0.3 -0.064
H -5.780462 -1.047282 -0.038914 -0.2 0.1 0.5 0.107
H -6.478437 0.582484 -0.445975 -0.2 -0.1 0.4 0.114
H -5.323436 0.041094 1.932358 0.1 -0.1 0.0 0.078
H -2.671544 -0.806808 0.172350 -0.2 -0.1 -0.2 0.093
H -2.601957 -1.477778 1.773830 -0.1 0.1 0.5 0.100
H -1.141548 0.701256 2.280970 0.3 -0.4 0.2 0.114
H -1.086096 0.899865 0.545476 -0.1 -0.1 -0.4 0.140
H -0.415686 -1.853375 1.285595 -4.7 -5.1 3.5 0.022
H 0.648845 -0.621376 2.039827 0.2 -1.1 0.3 0.110
H -5.240691 4.163706 1.053912 0.1 0.2 0.0 0.074
H -4.657283 4.005377 2.739212 0.1 0.3 0.0 0.065
H -5.889100 2.914280 2.145438 -0.3 0.2 0.0 0.058
H -1.976708 2.994636 1.595581 0.1 0.0 -0.5 0.101
H -2.788870 -0.204809 3.664321 0.2 -0.2 0.0 0.096
H -4.192163 2.419071 4.344809 -0.1 0.2 -0.4 0.074
H -3.176904 1.436613 5.315865 0.0 0.0 0.1 0.086
H -2.432603 2.242641 3.998242 0.0 0.2 -0.4 0.080
Cl -3.035674 1.081665 -2.903400 0.6 0.4 -0.2 -0.194
C 3.537927 0.299332 3.026840 0.5 -0.1 -0.1 -2.026
Cl 3.439117 -1.298554 3.778038 -0.1 0.0 0.0 0.534
Cl 5.007584 1.114960 3.556954 -0.3 0.0 -0.1 0.598
Cl 3.533711 0.122658 1.269233 0.0 0.0 0.2 0.600
Cl 2.117745 1.249082 3.487199 -0.2 0.2 0.2 0.527
Al -7.821729 -1.378374 -3.020548 -0.5 -0.2 -0.2 1.035
C -0.902671 -1.146456 -3.912651 0.3 0.0 0.0 -0.126
C -0.009816 -1.159349 -4.977158 -0.1 -0.1 -0.1 -0.064
C -0.210804 -2.019160 -6.047714 0.0 0.1 0.0 0.009
C -1.304997 -2.875851 -6.054135 0.0 -0.1 -0.1 -0.090
C -2.184447 -2.881985 -4.968326 0.0 0.0 0.0 -0.088
C -1.982779 -2.008837 -3.905309 0.1 -0.1 0.0 -0.029
C -3.333338 -3.816742 -4.922980 0.3 0.3 0.3 -0.283
O -4.081798 -3.808327 -3.963037 -0.5 -0.2 0.1 0.066
C -3.533533 -4.757373 -6.058409 0.0 0.0 0.0 -0.085
C -4.573247 -5.678100 -6.011964 -0.1 -0.1 -0.1 -0.014
C -4.773001 -6.549817 -7.068374 0.0 0.0 0.0 -0.067
C -3.938889 -6.500707 -8.180554 0.0 0.0 0.1 -0.060
C -2.897168 -5.589962 -8.228998 -0.1 -0.1 -0.1 -0.001
C -2.684238 -4.721919 -7.166025 -0.1 0.0 0.1 -0.077
C -1.533712 -3.770911 -7.218112 0.3 0.2 -0.1 -0.279
O -0.808016 -3.736276 -8.190114 -0.1 -0.1 -0.1 0.104
H -0.748845 -0.469912 -3.082725 -0.1 0.0 -0.1 0.048
H 0.844339 -0.493774 -4.966303 -0.2 -0.1 -0.1 0.037
H 0.479551 -2.023133 -6.879716 -0.1 -0.1 -0.1 0.120
H -2.671113 -2.004221 -3.072843 0.0 0.0 -0.1 0.087
H -5.221365 -5.714054 -5.147316 0.1 0.1 0.1 0.112
H -5.580010 -7.269706 -7.028191 0.0 0.0 0.0 0.104
H -4.099951 -7.178689 -9.008286 0.0 0.0 0.0 0.106
H -2.244095 -5.554152 -9.089709 0.1 0.1 0.1 0.121
C 5.750539 3.709080 8.127832 -0.2 0.2 -0.2 -0.022
C 6.650650 3.147480 7.055969 -0.3 0.2 0.4 -0.334
C 8.051320 3.707963 7.040198 0.3 -0.2 0.0 -0.093
O 8.429507 3.534020 5.667559 -0.3 0.0 0.1 0.041
C 7.284315 3.563537 4.935182 0.1 0.1 -0.1 -0.586
O 7.238375 3.627454 3.752649 0.0 0.0 -0.1 0.137
O 6.193796 3.512327 5.743481 0.2 -0.1 0.0 0.061
H 4.715043 3.425490 7.942604 0.0 -0.1 0.0 0.087
H 6.045291 3.339324 9.109635 0.0 0.0 0.0 0.090
H 5.787885 4.799309 8.139036 0.1 0.0 0.0 0.089
H 6.663679 2.054773 7.110864 0.1 0.0 0.0 0.159
H 8.732287 3.171316 7.696614 0.1 0.0 -0.2 0.140
H 8.088903 4.774448 7.275439 -0.1 0.0 0.0 0.139
C 3.111580 -0.893067 -2.129697 0.2 -0.1 -0.2 -0.937
Cl 2.702364 0.207670 -3.456395 0.3 0.1 0.2 0.573
Cl 1.687334 -1.760281 -1.554403 1.6 -1.3 -2.3 0.713
H 3.848057 -1.608004 -2.478715 0.0 0.1 0.0 0.038
H 3.514990 -0.308808 -1.310475 0.0 0.0 -0.1 -0.030
F 0.129728 -2.221147 0.575206 -0.8 -13.4 -0.6 0.105
C 10.429962 5.706126 2.372653 0.0 -0.2 0.0 -2.055
Cl 10.719001 3.975237 2.566574 0.0 0.1 0.0 0.540
Cl 9.706145 6.357533 3.849132 0.0 0.0 0.0 0.523
Cl 11.965998 6.527756 2.061842 0.0 0.0 0.0 0.511
Cl 9.333293 5.973508 1.015559 0.0 0.0 0.0 0.530
O 6.625698 -0.997227 -0.360145 -0.5 0.1 0.1 -0.346
H 5.913583 -0.688086 0.223496 0.3 -0.1 -0.1 -0.171
```
Forces are in eV/Å.

***

Kohn-Sham gap values (in eV) by entry order: 10.47; 2.07.